Computed, not measured: a 3-piece molecular cluster, C10H21ClNO3 overall, with ωB97M-V/def2-TZVPD.

Geometry as XYZ:
```
36
Properties=species:S:1:pos:R:3:forces:R:3:mulliken_charge:R:1
C 2.22185 2.66031 -0.84964 -0.74 -0.03 -0.81 -1.422
C 1.12705 2.33360 0.16624 1.00 -0.14 1.10 -0.516
C 0.42890 1.05076 -0.24614 -0.22 0.22 -0.27 -0.431
N -0.94178 0.83919 0.33590 0.20 -0.37 -0.26 0.305
C -0.93380 0.80969 1.84583 -0.74 0.87 -0.98 -0.815
C -0.08929 -0.31032 2.42998 -1.44 -0.52 0.15 -0.695
C -0.56964 -1.71678 1.97246 0.69 1.01 -1.47 -0.814
C -0.66651 -1.68773 0.43615 0.33 -0.41 -0.22 -0.577
C -1.44223 -0.51816 -0.13917 0.37 -0.54 -0.54 -0.660
C -1.87355 1.87998 -0.20122 0.09 -0.70 -0.18 -0.957
H 2.77349 3.57198 -0.63182 0.13 -0.13 0.29 0.399
H 1.71285 2.82913 -1.80474 0.14 0.05 -0.05 0.364
H 2.88278 1.81761 -1.04847 0.15 0.04 0.29 0.356
H 0.51996 3.22609 0.33361 -0.46 -0.23 -0.37 0.313
H 1.58234 2.15448 1.15000 0.08 0.10 -0.01 0.278
H 0.98694 0.16618 0.04270 0.35 0.18 -0.18 0.411
H 0.31080 1.02790 -1.33022 -0.13 -0.33 -0.20 0.066
H -0.66804 1.81802 2.17199 0.48 -0.14 0.06 0.508
H -2.01089 0.77401 2.04098 0.11 -0.60 0.55 0.585
H 0.95298 -0.19672 2.14675 0.13 0.18 0.32 0.304
H -0.26468 -0.21796 3.50304 0.62 0.01 0.14 0.398
H 0.21887 -2.42749 2.20663 -0.33 -0.28 0.42 0.426
H -1.54796 -1.99004 2.36206 0.10 -0.02 0.44 0.337
H 0.29913 -1.72852 -0.08339 0.26 0.22 0.46 0.232
H -1.04808 -2.62804 0.02626 -0.54 0.16 0.12 0.514
H -1.24889 -0.54909 -1.20867 -0.21 0.23 -0.48 0.377
H -2.51880 -0.55835 0.02519 0.02 0.07 0.31 0.368
H -2.85960 1.42057 -0.20768 -0.21 0.47 0.45 0.377
H -1.65050 2.04930 -1.25426 0.31 0.03 0.06 0.319
H -1.77274 2.78504 0.38751 -0.25 0.06 -0.02 0.415
Cl -0.11645 -0.25359 -3.66058 -0.25 0.42 0.56 -0.744
O 1.54930 -2.73008 -2.10897 -0.17 0.85 -0.11 -0.422
C 1.35599 -4.09762 -2.12713 -0.16 -1.78 0.97 0.673
O 0.20320 -4.50490 -2.42570 0.27 0.51 -0.12 -0.749
O 2.33510 -4.78156 -1.73915 -0.32 0.67 -0.37 -0.771
H 0.76190 -2.31688 -2.51632 0.35 -0.14 -0.09 0.246
```
Positions in Å, forces in eV/Å.

Summary:
frontier orbital gap: 0.19102 Ha
total charge: -1
highest occupied orbital energy: -3.34 eV
LUMO: 1.86 eV